Density functional theory data (the ωB97M-V functional and the def2-TZVPD basis) for 3 unconnected molecules or ions with the total composition C35H57Br2ClF18N4O2P.

Atoms and positions in Å:
C1 -3.476088 -1.303316 2.226207
C2 -4.568778 -0.207035 1.908942
C3 -5.344951 -0.670204 0.589070
C4 -6.795280 -1.244886 0.905879
C5 -7.665629 -1.005920 -0.398049
C6 -7.254767 -1.983424 -1.581476
C7 -7.140702 -1.239971 -2.957566
C8 -5.841089 -0.319469 -3.019951
C9 -4.613254 -1.275898 -3.252179
C10 -3.461959 -0.634832 -4.154053
C11 -4.055846 -0.316877 -5.578779
C12 -5.155578 -1.328902 -6.090362
F1 -4.584613 0.963003 -5.713025
C13 -2.815772 0.663999 -3.510564
C14 -2.831641 0.809327 -1.945548
C15 -2.788356 2.340458 -1.472471
C16 -1.512467 2.643806 -0.572287
Br1 -1.977017 3.893499 0.912697
N1 -1.410298 0.486653 -3.974206
P1 -0.949296 1.126964 -5.535787
N2 -0.162391 2.504474 -5.280654
C17 -1.192913 -0.916085 -3.702283
N3 -0.056358 -1.279423 -3.177797
C18 1.039706 -0.306884 -2.901802
C19 0.982723 0.312285 -1.467044
F2 2.165299 -0.038591 -0.780506
C20 0.180781 -2.687630 -2.818458
C21 0.256125 -2.919592 -1.245819
C22 -1.167643 -2.818108 -0.565127
Cl1 -1.341479 -4.271093 0.539781
N4 -2.367670 -1.637339 -4.021378
C23 -2.297574 -2.785827 -4.950421
C24 -2.827775 -4.086044 -4.185690
C25 -3.862939 -4.938590 -5.008642
Br2 -5.544344 -5.162000 -3.946698
H1 -3.761899 -2.322755 1.866803
H2 -2.566108 -1.022550 1.623701
H3 -3.137621 -1.306333 3.291208
H4 -4.007774 0.713108 1.597127
H5 -5.269525 -0.010184 2.748745
H6 -5.516794 0.275313 0.008067
H7 -4.755613 -1.425290 0.008695
H8 -6.717041 -2.339450 1.093561
H9 -7.224360 -0.655737 1.746124
H10 -7.608963 0.065013 -0.734947
H11 -8.753302 -1.211586 -0.206768
H12 -8.005454 -2.809569 -1.635799
H13 -6.251534 -2.426196 -1.363299
H14 -7.069668 -2.003338 -3.774969
H15 -8.029785 -0.602925 -3.195386
H16 -6.030370 0.409639 -3.841791
H17 -5.731399 0.280238 -2.082639
H18 -4.915599 -2.290646 -3.592472
H19 -4.128701 -1.425317 -2.245279
H20 -3.217057 -0.393531 -6.327359
H21 -5.101880 -1.293508 -7.209680
H22 -4.933503 -2.382801 -5.785969
H23 -6.159889 -0.995806 -5.730242
H24 -3.151752 1.666004 -3.858238
H25 -3.740611 0.381708 -1.454937
H26 -1.959509 0.322341 -1.430904
H27 -2.836774 3.053510 -2.326239
H28 -3.662184 2.523683 -0.796025
H29 -0.752433 3.127062 -1.235334
H30 -1.111933 1.724349 -0.087581
H31 -0.021835 0.209136 -6.102065
H32 -2.050190 1.434331 -6.385973
H33 -0.672055 3.229081 -5.793359
H34 1.986124 -0.905439 -2.983885
H35 1.126601 0.465641 -3.708254
H36 0.929418 1.420118 -1.439176
H37 0.140223 -0.183175 -0.922880
H38 -0.557549 -3.420128 -3.198895
H39 1.203815 -2.956387 -3.194826
H40 0.582958 -3.988799 -1.143719
H41 1.044826 -2.308047 -0.753822
H42 -1.204319 -1.866037 0.014211
H43 -2.012218 -2.851464 -1.292871
H44 -1.206571 -2.984633 -5.137380
H45 -2.758288 -2.637835 -5.948957
H46 -3.208450 -3.769202 -3.181641
H47 -1.942869 -4.742080 -3.958087
H48 -3.449900 -5.975663 -5.078634
H49 -4.080317 -4.557947 -6.028916
C26 4.217657 0.552712 3.432677
C27 3.435072 1.611135 2.618639
C28 3.746418 1.721640 1.123354
F3 5.014766 2.085424 0.882073
F4 2.961470 2.675297 0.553414
F5 3.568601 2.810698 3.222329
F6 2.114018 1.277068 2.721222
O1 5.341272 0.994554 4.206895
C29 6.610140 1.077905 3.611280
C30 7.152786 2.509560 3.610793
F7 6.347966 3.343613 2.923113
F8 8.364352 2.563464 3.016830
F9 6.586504 0.525119 2.389205
F10 7.424614 0.303129 4.355441
H50 3.515858 0.195031 4.188755
H51 4.460908 -0.329985 2.839153
H52 3.549978 0.780200 0.610307
H53 7.246012 2.890764 4.629763
C31 8.763105 3.935591 7.596424
C32 8.759142 3.943058 9.144067
C33 10.115674 4.006960 9.853162
F11 10.888239 2.940280 9.596242
F12 9.931497 4.029861 11.195186
F13 8.041520 2.886777 9.583964
F14 8.066949 5.055329 9.518960
O2 8.612139 2.671432 6.928223
C34 9.787932 1.922685 6.703420
C35 9.759246 0.565395 7.411062
F15 9.635953 0.705091 8.743304
F16 10.910706 -0.104497 7.185613
F17 10.861311 2.659109 7.016765
F18 9.863479 1.722412 5.372226
H54 7.867019 4.485771 7.302013
H55 9.591819 4.512092 7.183100
H56 10.662641 4.911841 9.574173
H57 8.922693 -0.038958 7.053847

Forces on atoms 1 to 6 (eV/Å):
0.5 0.7 -0.2
0.8 -1.1 -1.5
-0.9 0.8 1.4
0.5 0.8 -1.7
-0.4 -0.8 0.0
-0.1 0.8 0.0

The total charge is +1. The value obtained for the total energy is -9484.1268 Eh. The value obtained for the orbital gap is 8.46 eV. For the HOMO energy, the calculation gives -12.068 eV.



Density functional theory data (the ωB97M-V functional and the def2-TZVPD basis) for a molecular structure, C35H57CeN5O4Si4.

Atoms and positions in Å:
Ce1 13.560656 10.319422 10.640943
C1 13.053390 9.811355 7.118029
O1 14.132874 9.653088 8.065385
C2 15.399580 9.415454 7.661093
C3 15.738893 8.938308 6.388844
C4 17.050341 9.113889 5.996902
C5 18.041942 9.583725 6.884690
C6 17.733286 9.831807 8.242990
C7 16.383932 9.716387 8.667458
N1 15.925067 10.019682 9.890075
N2 16.906914 10.539027 10.743834
C8 17.046579 10.245625 12.049799
C9 16.007749 9.859286 12.909700
O2 14.712963 9.997107 12.438703
C10 16.320668 9.307473 14.165721
C11 17.613542 9.335064 14.691466
C12 18.667040 9.791227 13.871726
C13 20.025197 9.772902 14.349027
C14 21.084224 9.970813 13.488594
C15 20.860669 10.358469 12.138034
C16 19.559627 10.651833 11.743289
C17 18.446433 10.264808 12.566616
H1 13.357421 10.529807 6.320921
H2 12.213459 10.173418 7.673527
H3 12.698054 8.864687 6.775145
H4 14.973782 8.375049 5.795716
H5 17.368224 8.741535 5.014228
H6 19.062211 9.662372 6.559038
H7 18.446480 10.162067 8.985727
H8 15.545356 8.720665 14.675466
H9 17.790462 9.081866 15.743716
H10 20.224687 9.557870 15.401217
H11 22.062633 9.700666 13.895035
H12 21.667240 10.615334 11.493270
H13 19.321014 11.056656 10.778849
C18 11.791803 15.006901 11.861568
N3 12.915008 14.526061 11.137605
C19 13.707526 15.488945 10.563437
C20 14.853431 15.130010 9.917046
C21 15.240274 13.720247 9.977786
N4 14.352217 12.814336 10.445791
C22 13.210970 13.179745 11.028152
O3 12.387320 12.267457 11.431104
N5 16.467922 13.258581 9.628003
H14 10.999810 15.296290 11.222030
H15 12.197222 15.882721 12.471519
H16 11.457426 14.304035 12.615495
H17 13.397688 16.546894 10.619990
H18 15.478883 15.913762 9.403372
H19 17.088165 13.782462 9.058316
H20 16.657534 12.228834 9.639325
C23 8.858352 10.640206 7.425717
Si1 9.392448 11.517341 9.002021
C24 7.857449 11.930625 10.037556
C25 10.326253 13.087999 8.531057
Si2 10.362396 10.101528 10.666021
Si3 9.516603 10.619714 12.883002
C26 9.394202 12.461922 13.235178
C27 10.846272 9.863931 14.040901
C28 7.832758 9.899121 13.334358
Si4 9.056931 8.050727 10.224793
C29 9.653105 7.181075 8.643022
C30 9.465382 6.952861 11.761534
C31 7.219257 8.276711 10.049667
H21 9.621402 9.897682 7.125866
H22 8.844194 11.413496 6.668373
H23 7.879752 10.154889 7.604867
H24 7.521886 13.009556 9.917753
H25 7.924607 11.609221 11.080498
H26 7.174496 11.183244 9.594505
H27 9.616819 13.801770 8.053594
H28 11.141327 12.821623 7.821384
H29 10.857896 13.592162 9.324261
H30 10.352183 13.000002 13.354441
H31 8.799336 12.639009 14.186375
H32 8.783760 12.942525 12.416360
H33 11.842197 10.138126 13.795009
H34 10.816539 8.759374 14.116547
H35 10.590994 10.225457 15.079764
H36 7.008385 10.397577 12.823820
H37 7.645021 9.975082 14.408983
H38 7.801461 8.824149 13.129795
H39 9.308830 7.877404 7.840288
H40 9.159046 6.186978 8.587766
H41 10.761389 7.163849 8.521966
H42 8.827929 7.457868 12.517421
H43 10.459678 6.858414 12.180480
H44 9.061248 5.973647 11.545592
H45 6.893255 8.255142 9.029749
H46 6.831531 9.183736 10.555688
H47 6.853600 7.387697 10.473294
C32 14.498246 6.405431 12.821709
C33 13.311742 7.035919 12.116136
O4 13.681853 7.745717 10.873816
C34 13.778741 6.846471 9.806497
C35 15.161304 6.216340 9.643105
H48 14.366303 6.233902 13.882983
H49 15.425841 7.025042 12.768935
H50 14.803984 5.488428 12.371414
H51 12.811643 7.796054 12.747645
H52 12.547819 6.289657 11.816556
H53 13.465520 7.365018 8.905011
H54 12.987276 6.026508 9.966623
H55 15.891312 7.055986 9.593764
H56 15.215278 5.704797 8.704188
H57 15.473112 5.557171 10.424760

Forces on atoms 1 to 6 (eV/Å):
-1.3 -1.2 -0.5
0.8 0.6 -0.3
-1.3 0.1 0.7
1.1 -0.1 0.2
-1.0 -0.1 0.6
1.2 -0.7 -0.1

As for the multiplicity: 2. The total charge is +1. The value obtained for the total energy is -3575.5521 Eh. The expectation value of S² is 1.02. The value obtained for the orbital gap (alpha / beta) is 3.69 / 3.82 eV. For the HOMO energy (alpha / beta), the calculation gives -8.145 / -8.135 eV.



Max |F| values (in eV/Å) by entry order: 4.4 5.1.